1.
A structure of composition C3H9NS2. Source: the OMol25 dataset; level of theory: ωB97M-V/def2-TZVPD.

XYZ file:
```
15
Properties=species:S:1:pos:R:3:lowdin_charge:R:1
S -0.18 1.72 4.07 0.1108
S 1.18 -2.16 -3.11 0.7179
C 0.49 -0.36 -2.10 -0.2514
C -0.71 0.19 -1.28 -0.1922
N -0.46 0.24 0.35 -0.1387
C -1.25 0.92 1.36 -0.1855
H 0.02 -2.82 -3.29 -0.1282
H 1.35 0.30 -2.10 0.0466
H 0.58 -0.94 -3.15 -0.2756
H -1.56 -0.51 -1.28 0.0847
H -1.01 1.29 -1.52 0.1308
H 0.55 0.41 0.48 0.0851
H -1.45 1.94 1.18 0.0687
H -0.60 1.06 2.23 -0.1530
H -1.92 0.22 1.81 0.0800
```

Values from the calculation:
Energy above the lowest of the compared OMol25 structures with the same formula, charge and spin, kcal/mol: 238.0
Charge: 0
2S+1: 1
Electronic energy, eV: -26407.3580
HOMO, eV: -8.1
Largest force on an atom, eV/A: 6.39



2.
A cluster of 2 separate species, C4H6N2 in total. Source: the OMol25 dataset; level of theory: ωB97M-V/def2-TZVPD.

XYZ file:
```
12
Properties=species:S:1:pos:R:3:lowdin_charge:R:1
C -0.33 0.02 -0.01 0.1218
C 0.96 -0.18 -0.03 -0.2400
C 0.13 -1.38 -0.08 -0.3950
C -2.19 1.39 0.09 0.1088
N -0.12 -2.58 -0.04 0.0740
N 2.28 0.24 -0.13 0.1512
H -3.05 0.83 0.24 -0.0171
H -2.07 1.80 -0.94 0.0214
H -1.89 2.14 0.81 0.0012
H 0.83 -3.06 -0.10 0.0703
H 2.48 1.14 0.05 0.0453
H 2.97 -0.36 0.14 0.0581
```

Values from the calculation:
Energy above the lowest of the compared OMol25 structures with the same formula, charge and spin, kcal/mol: 139.7
Charge: 0
2S+1: 1
Electronic energy, eV: -7219.5311
HOMO, eV: -8.4
Largest force on an atom, eV/A: 4.96